Record 1
# C4H4O2S

A 2-piece molecular cluster, C4H4O2S overall in a non-equilibrium geometry (ωB97M-V with the def2-TZVPD basis set, the Open Molecules 2025 dataset).

```
11
Properties=species:S:1:pos:R:3
S -2.150 -0.300 0.021
O -3.001 -0.881 -1.007
O -2.474 -0.649 1.405
C -2.609 2.617 -0.437
C 0.235 -1.162 -0.427
C -2.405 1.463 -0.144
C 0.483 -2.067 0.493
H 1.375 -2.801 0.457
H -0.061 -2.501 1.261
H 0.486 -0.894 -1.426
H -2.930 3.629 -0.840
```

Values from the calculation:
Gap between HOMO and LUMO (spin up / spin down), eV: 8.14 / 8.16
Relative energy (zero: lowest compared OMol25 entry of this formula, charge and spin), kJ/mol: 680.2
Multiplicity: 1

Record 2
# C4H4O2S2

One molecule with the formula C4H4O2S2 in a non-equilibrium geometry (ωB97M-V with the def2-TZVPD basis set, the Open Molecules 2025 dataset).

```
12
Properties=species:S:1:pos:R:3
S 1.460 -0.881 1.134
S -1.108 -0.126 -0.178
O -1.299 1.586 2.138
O 0.646 0.938 -2.520
C -0.178 1.088 2.027
C -0.528 -1.068 -1.669
C 0.139 0.063 0.997
C 0.461 -0.265 -2.686
H -1.372 -1.454 -2.257
H 0.680 1.499 2.756
H 1.007 -0.951 -3.419
H -0.081 -2.081 -1.325
```

Values from the calculation:
Gap between HOMO and LUMO, eV: 7.77
Relative energy (zero: lowest compared OMol25 entry of this formula, charge and spin), kJ/mol: 168.3
Multiplicity: 1

Record 3
# C4H4O2Tb

C4H4O2Tb as an isolated structure in a non-equilibrium geometry (ωB97M-V with the def2-TZVPD basis set, the Open Molecules 2025 dataset).

```
11
Properties=species:S:1:pos:R:3
Tb 2.142 3.480 2.872
O 0.787 1.846 1.410
O -2.444 -1.309 -0.995
C -1.312 -1.499 -1.374
C -0.277 0.149 0.177
C -0.132 -0.839 -0.735
C 0.885 0.869 0.674
H 0.859 -1.211 -1.009
H 1.839 0.302 0.618
H -1.265 0.471 0.513
H -1.081 -2.257 -2.150
```

Values from the calculation:
Gap between HOMO and LUMO (spin up / spin down), eV: 6.58 / 5.81
Total charge: +2
Relative energy (zero: lowest compared OMol25 entry of this formula, charge and spin), kJ/mol: 0.0
Multiplicity: 8

Record 4
# C4H4O3

One molecule with the formula C4H4O3 in a non-equilibrium geometry (ωB97M-V with the def2-TZVPD basis set, the Open Molecules 2025 dataset).

```
11
Properties=species:S:1:pos:R:3
O -0.057 -1.881 -0.717
O 0.573 1.110 0.633
O -1.604 -1.272 0.936
C 0.980 -0.900 -1.014
C 0.286 -0.002 -0.050
C -0.518 1.784 0.873
C -0.672 -1.037 0.215
H -0.562 2.376 1.776
H 1.972 -1.284 -0.762
H 0.940 -0.584 -2.062
H -1.337 1.689 0.173
```

Values from the calculation:
Gap between HOMO and LUMO (spin up / spin down), eV: 8.77 / 7.44
Relative energy (zero: lowest compared OMol25 entry of this formula, charge and spin), kJ/mol: 415.7
Multiplicity: 1

Record 5
# C4H4O3

One molecule with the formula C4H4O3 (ωB97M-V with the def2-TZVPD basis set, the Open Molecules 2025 dataset).

```
11
Properties=species:S:1:pos:R:3
O 1.847 1.370 -0.492
O -2.167 0.962 0.201
O -0.592 -1.256 -0.620
C 1.318 0.307 -0.712
C -0.221 -1.194 0.733
C -0.991 1.123 -0.001
C -0.037 -0.034 -0.167
H 1.776 -0.471 -1.357
H 0.636 -1.797 1.033
H -1.052 -1.134 1.437
H -0.520 2.121 -0.064
```

Values from the calculation:
Gap between HOMO and LUMO, eV: 10.28
Relative energy (zero: lowest compared OMol25 entry of this formula, charge and spin), kJ/mol: 213.8
Multiplicity: 1

Record 6
# C4H4O3

One molecule with the formula C4H4O3 (ωB97M-V with the def2-TZVPD basis set, the Open Molecules 2025 dataset).

```
11
Properties=species:S:1:pos:R:3
O -0.487 -1.308 -0.649
O 1.812 1.422 -0.790
O -1.960 0.622 0.722
C -0.241 -1.254 0.747
C -0.866 0.959 0.179
C 1.364 0.297 -0.802
C 0.034 -0.049 -0.264
H -1.730 -0.418 0.972
H 1.905 -0.566 -1.238
H 0.751 -1.716 0.946
H -0.581 2.011 0.177
```

Values from the calculation:
Gap between HOMO and LUMO, eV: 8.10
Relative energy (zero: lowest compared OMol25 entry of this formula, charge and spin), kJ/mol: 482.9
Multiplicity: 1

Record 7
# C4H4O3

One molecule with the formula C4H4O3 in a non-equilibrium geometry (ωB97M-V with the def2-TZVPD basis set, the Open Molecules 2025 dataset).

```
11
Properties=species:S:1:pos:R:3
O -0.959 1.153 -1.659
O 1.556 1.146 1.563
O 2.054 0.178 2.273
C -0.615 -0.881 -0.463
C -1.109 -0.041 -1.556
C 0.172 -0.457 0.541
C 0.659 0.869 0.703
H -0.919 -1.917 -0.494
H 0.527 -1.153 1.295
H -1.670 -0.605 -2.324
H 0.304 1.708 0.121
```

Values from the calculation:
Gap between HOMO and LUMO (spin up / spin down), eV: 8.28 / 7.25
Relative energy (zero: lowest compared OMol25 entry of this formula, charge and spin), kJ/mol: 538.8
Multiplicity: 1

Record 8
# C4H4O3

One molecule with the formula C4H4O3 (ωB97M-V with the def2-TZVPD basis set, the Open Molecules 2025 dataset).

```
11
Properties=species:S:1:pos:R:3
O 2.109 -0.810 0.126
O -0.997 1.680 -0.713
O 1.041 1.095 1.871
C -0.836 1.402 0.451
C 0.950 -0.494 0.032
C 0.441 0.698 0.904
C -0.083 -1.180 -0.827
H -1.569 1.657 1.236
H 0.384 -1.765 -1.620
H -0.689 -1.846 -0.198
H -0.751 -0.437 -1.263
```

Values from the calculation:
Gap between HOMO and LUMO, eV: 8.69
Relative energy (zero: lowest compared OMol25 entry of this formula, charge and spin), kJ/mol: 143.7
Multiplicity: 1

Record 9
# C4H4O3

One molecule with the formula C4H4O3 (ωB97M-V with the def2-TZVPD basis set, the Open Molecules 2025 dataset).

```
11
Properties=species:S:1:pos:R:3
O 0.558 0.023 -1.412
O -2.223 0.401 0.748
O 0.296 -2.428 0.087
C 0.006 -1.378 0.597
C -1.359 0.688 -0.044
C -0.071 -0.071 -0.151
C 1.192 0.666 -0.330
H 2.102 0.183 0.024
H -1.462 1.523 -0.769
H -0.179 -1.272 1.683
H 1.194 1.756 -0.332
```

Values from the calculation:
Gap between HOMO and LUMO, eV: 10.54
Relative energy (zero: lowest compared OMol25 entry of this formula, charge and spin), kJ/mol: 221.2
Multiplicity: 1

Record 10
# C4H4O3

One molecule with the formula C4H4O3 in a non-equilibrium geometry (ωB97M-V with the def2-TZVPD basis set, the Open Molecules 2025 dataset).

```
11
Properties=species:S:1:pos:R:3
O 2.790 0.282 -0.769
O 0.571 1.147 1.257
O -0.302 -1.226 -1.125
C 0.662 0.325 0.360
C -0.528 -0.387 -0.279
C -1.882 0.055 0.178
C 1.928 -0.267 0.028
H -2.652 -0.508 -0.350
H -1.998 1.129 -0.008
H -1.973 -0.088 1.260
H 3.384 -0.462 -0.552
```

Values from the calculation:
Gap between HOMO and LUMO, eV: 8.56
Relative energy (zero: lowest compared OMol25 entry of this formula, charge and spin), kJ/mol: 356.8
Multiplicity: 1

Record 11
# C4H4O5

One molecule with the formula C4H4O5 in a non-equilibrium geometry (ωB97M-V with the def2-TZVPD basis set, the Open Molecules 2025 dataset).

```
13
Properties=species:S:1:pos:R:3
O 0.965 1.403 0.744
O 1.811 -0.221 -1.022
O -1.235 -1.928 0.007
O 0.903 -2.249 -1.233
O -0.930 2.500 1.439
C 0.817 -1.093 -0.893
C -1.026 0.281 0.401
C -0.496 -0.823 -0.269
C -0.383 1.415 1.031
H 1.472 0.776 -0.785
H -2.237 0.177 0.551
H -1.004 -2.715 -0.667
H 1.343 2.478 0.698
```

Values from the calculation:
Gap between HOMO and LUMO, eV: 8.61
Relative energy (zero: lowest compared OMol25 entry of this formula, charge and spin), kJ/mol: 189.0
Multiplicity: 1

Record 12
# C4H4O5Yb

C4H4O5Yb as an isolated structure in a non-equilibrium geometry (ωB97M-V with the def2-TZVPD basis set, the Open Molecules 2025 dataset).

```
14
Properties=species:S:1:pos:R:3
Yb 0.396 0.118 -3.195
O 2.529 -1.043 -3.717
O 0.675 1.301 -1.205
O -0.328 -0.648 -1.063
O -1.451 1.621 0.903
O 0.634 0.270 0.769
C 0.120 0.407 -0.455
C 3.551 -1.488 -3.930
C -0.251 -0.250 1.778
C -1.568 0.535 1.729
H 0.269 -0.114 2.735
H -1.843 0.805 2.776
H -0.424 -1.310 1.548
H -2.307 -0.203 1.327
```

Values from the calculation:
Gap between HOMO and LUMO, eV: 3.41
Relative energy (zero: lowest compared OMol25 entry of this formula, charge and spin), kJ/mol: 399.9
Multiplicity: 1

Record 13
# C4H4OS

One molecule with the formula C4H4OS in a non-equilibrium geometry (ωB97M-V with the def2-TZVPD basis set, the Open Molecules 2025 dataset).

```
10
Properties=species:S:1:pos:R:3
S 0.001 0.038 1.269
O 1.833 0.987 -0.362
C 0.828 0.298 -0.277
C -1.372 -0.582 0.448
C 0.010 -0.213 -1.444
C -1.262 -0.581 -0.853
H 0.624 -0.940 -1.991
H -0.074 0.581 -2.205
H -2.318 -0.854 0.985
H -2.138 -0.821 -1.442
```

Values from the calculation:
Gap between HOMO and LUMO, eV: 9.62
Relative energy (zero: lowest compared OMol25 entry of this formula, charge and spin), kJ/mol: 31.6
Multiplicity: 1

Record 14
# C4H4OS

A 2-piece molecular cluster, C4H4OS overall in a non-equilibrium geometry (ωB97M-V with the def2-TZVPD basis set, the Open Molecules 2025 dataset).

```
10
Properties=species:S:1:pos:R:3
S -0.050 1.631 -1.429
O -2.241 1.116 -2.869
C -0.095 -1.915 -0.024
C -1.310 1.331 -2.223
C 0.252 -1.007 0.706
C 0.755 0.171 1.411
H 0.113 0.962 1.839
H 1.488 -0.137 2.210
H 1.228 0.788 0.679
H -0.141 -2.940 -0.301
```

Values from the calculation:
Gap between HOMO and LUMO, eV: 10.65
Relative energy (zero: lowest compared OMol25 entry of this formula, charge and spin), kJ/mol: 160.8
Multiplicity: 1

Record 15
# C4H4OS

One molecule with the formula C4H4OS in a non-equilibrium geometry (ωB97M-V with the def2-TZVPD basis set, the Open Molecules 2025 dataset).

```
10
Properties=species:S:1:pos:R:3
S 1.513 -0.824 -0.659
O -0.966 2.084 0.021
C -2.002 -1.304 0.822
C 0.257 0.020 0.299
C 0.064 1.535 -0.039
C -0.984 -0.671 0.635
H -2.923 -1.803 0.676
H 0.622 -1.493 -1.450
H 1.024 2.057 -0.392
H 0.780 0.264 1.240
```

Values from the calculation:
Gap between HOMO and LUMO, eV: 10.16
Relative energy (zero: lowest compared OMol25 entry of this formula, charge and spin), kJ/mol: 250.3
Multiplicity: 1

Record 16
# C4H4OS

One molecule with the formula C4H4OS in a non-equilibrium geometry (ωB97M-V with the def2-TZVPD basis set, the Open Molecules 2025 dataset).

```
10
Properties=species:S:1:pos:R:3
S 2.388 -0.359 -0.081
O 0.056 0.479 -0.457
C -1.180 0.977 0.045
C 0.925 0.073 0.466
C -3.050 -0.914 -0.011
C -2.168 -0.083 0.012
H -1.099 1.411 1.046
H -3.844 -1.630 -0.108
H -1.461 1.739 -0.572
H 0.587 0.074 1.497
```

Values from the calculation:
Gap between HOMO and LUMO, eV: 9.15
Relative energy (zero: lowest compared OMol25 entry of this formula, charge and spin), kJ/mol: 270.1
Multiplicity: 1

Record 17
# C4H4OS

One molecule with the formula C4H4OS in a non-equilibrium geometry (ωB97M-V with the def2-TZVPD basis set, the Open Molecules 2025 dataset).

```
10
Properties=species:S:1:pos:R:3
S 0.550 0.253 -3.446
O 0.339 1.851 1.582
C -0.303 -0.196 -0.946
C 0.651 0.790 1.048
C -0.286 -0.119 0.421
C 0.639 0.399 -1.813
H 1.724 0.543 0.831
H 1.362 1.063 -1.398
H -1.309 -0.428 0.721
H -0.920 -1.091 -1.396
```

Values from the calculation:
Gap between HOMO and LUMO, eV: 7.53
Relative energy (zero: lowest compared OMol25 entry of this formula, charge and spin), kJ/mol: 225.0
Multiplicity: 1

Record 18
# C4H4OS

One molecule with the formula C4H4OS in a non-equilibrium geometry (ωB97M-V with the def2-TZVPD basis set, the Open Molecules 2025 dataset).

```
10
Properties=species:S:1:pos:R:3
S -1.241 -1.056 0.166
O -3.492 0.516 0.081
C 0.160 -0.046 -0.136
C -0.107 1.196 -0.376
C 1.427 -0.671 0.108
C -2.333 0.425 0.010
H 2.096 0.159 0.161
H 1.505 -1.465 -0.684
H 0.534 2.058 -0.365
H 1.451 -1.117 1.036
```

Values from the calculation:
Gap between HOMO and LUMO (spin up / spin down), eV: 8.22 / 8.05
Relative energy (zero: lowest compared OMol25 entry of this formula, charge and spin), kJ/mol: 390.8
Multiplicity: 1

Record 19
# C4H4OS2

One molecule with the formula C4H4OS2 in a non-equilibrium geometry (ωB97M-V with the def2-TZVPD basis set, the Open Molecules 2025 dataset).

```
11
Properties=species:S:1:pos:R:3
S 1.259 -2.267 -0.683
S -0.075 2.431 1.121
O 0.667 0.098 0.249
C -1.160 -0.831 -0.883
C -1.611 0.433 -0.144
C 0.276 -1.007 -0.445
C -0.330 1.017 0.417
H -2.110 1.140 -0.738
H -1.739 -1.741 -0.651
H -1.204 -0.678 -1.972
H -2.288 0.203 0.690
```

Values from the calculation:
Gap between HOMO and LUMO, eV: 8.61
Relative energy (zero: lowest compared OMol25 entry of this formula, charge and spin), kJ/mol: 4.2
Multiplicity: 1

Record 20
# C4H4OSe

One molecule with the formula C4H4OSe in a non-equilibrium geometry (ωB97M-V with the def2-TZVPD basis set, the Open Molecules 2025 dataset).

```
10
Properties=species:S:1:pos:R:3
Se 0.341 -0.275 2.757
O -1.327 1.105 0.886
C 0.577 -0.602 -0.075
C -0.283 -0.037 -1.031
C 0.998 -0.125 1.164
C -1.285 0.800 -0.335
H 1.236 -1.456 -0.345
H -0.468 -0.386 -2.005
H 1.457 0.191 3.489
H -2.060 0.944 -1.059
```

Values from the calculation:
Gap between HOMO and LUMO, eV: 7.68
Relative energy (zero: lowest compared OMol25 entry of this formula, charge and spin), kJ/mol: 308.2
Multiplicity: 1